# C2H7N2O2

The ion C2H7N2O2 with charge +1 at a distorted geometry (ωB97M-V/def2-TZVPD, OMol25).

charge: +1
gap between HOMO and LUMO: 12.61 eV
electronic energy: -340.073944 a.u.
F_max: 0.0669 Eh/bohr
energy relative to the best compared isomer or geometry (same formula, charge and spin): 2.889 eV
spin multiplicity: 1
highest occupied orbital energy: -16.08 eV
SMILES: O[C@@H]1N[C@H](O)[NH2+]1

Element x y z (Å)
C 1.0543 -0.1811 -0.2927
C -1.1068 -0.0814 -0.2372
N 0.1165 -1.2327 0.0249
N -0.0609 0.9604 0.0826
O 2.0841 0.0225 0.5697
O -2.1668 -0.2695 0.5224
H 1.1383 0.0877 -1.3918
H -1.5110 -0.0940 -1.2091
H 0.2592 -1.9710 -0.6655
H -0.0527 1.1123 1.1595
H -0.0055 1.8446 -0.4071
H 1.8310 -0.4208 1.3824
H -1.8185 -0.8428 1.2245

=====

# C2H7N2O3

A cluster of 2 separate species, C2H7N2O3 in total at a distorted geometry (ωB97M-V/def2-TZVPD, OMol25).

charge: -1
gap between HOMO and LUMO: 8.76 eV
electronic energy: -415.725515 a.u.
F_max: 0.0347 Eh/bohr
energy relative to the best compared isomer or geometry (same formula, charge and spin): 0.433 eV
spin multiplicity: 1
highest occupied orbital energy: -4.49 eV

Element x y z (Å)
N 1.1776 -2.5156 -1.3208
C 1.1362 -1.1232 -1.0553
O -0.0307 -0.5838 -0.9507
O 2.2235 -0.5535 -0.8653
H 0.2630 -2.8971 -1.5309
H 2.0269 -2.8957 -1.7107
N -0.2886 1.0714 1.7669
C -1.0420 1.8554 0.8130
O -1.8906 1.1108 0.0125
H -0.8551 0.4990 2.3494
H 0.4889 0.4794 1.4227
H -1.5847 2.6061 1.4092
H -0.3481 2.4416 0.1546
H -1.2764 0.5051 -0.4947

=====

# C2H7N2O3P

A cluster of 2 separate species, C2H7N2O3P in total at a distorted geometry (ωB97M-V/def2-TZVPD, OMol25).

charge: -2
gap between HOMO and LUMO: 5.53 eV
electronic energy: -756.918089 a.u.
F_max: 0.0889 Eh/bohr
energy relative to the best compared isomer or geometry (same formula, charge and spin): 2.287 eV
spin multiplicity: 1
highest occupied orbital energy: 1.11 eV

Element x y z (Å)
C -0.7655 0.2617 1.5978
C 0.2912 -0.8630 1.5140
N 1.2140 -0.9087 0.4475
N 0.8100 -1.4244 -0.8747
O -1.0804 0.2744 -3.5231
O -1.0118 1.7953 -1.4929
O 1.0700 1.5262 -2.9753
P -0.2869 0.9514 -2.4733
H -0.2701 1.2669 1.4079
H -1.5441 0.1561 0.7713
H -1.2867 0.1062 2.4978
H 0.9130 -0.7994 2.4630
H -0.3845 -1.7527 1.5598
H 1.8422 -0.1294 0.4753
H 0.4896 -0.4606 -1.3950

=====

# C2H7N2OP

A structure of composition C2H7N2OP at a distorted geometry (ωB97M-V/def2-TZVPD, OMol25).

charge: 0
gap between HOMO and LUMO: 10.08 eV
electronic energy: -606.477759 a.u.
F_max: 0.1025 Eh/bohr
energy relative to the best compared isomer or geometry (same formula, charge and spin): 2.076 eV
spin multiplicity: 1
highest occupied orbital energy: -9.42 eV

Element x y z (Å)
C -2.1829 -0.1363 -0.6138
C -1.2041 -0.8805 -0.2166
N 1.3543 -0.1988 1.5497
N 1.2145 1.2907 -0.6628
O 1.9140 -1.2162 -0.6989
P 1.0553 -0.2551 -0.0947
H -3.1892 -0.4327 -0.6029
H -1.9727 0.9057 -0.7238
H -1.4066 -1.8658 -0.2122
H 0.7735 0.3110 2.2854
H 2.0915 -0.7365 1.9726
H 1.1222 1.2393 -1.7125
H 0.4303 1.9752 -0.2694

=====

# C2H7N2OP

A cluster of 2 separate species, C2H7N2OP in total at a distorted geometry (ωB97M-V/def2-TZVPD, OMol25).

charge: 0
gap between HOMO and LUMO (spin up / spin down): 7.38 / 7.68 eV
electronic energy: -606.394558 a.u.
F_max: 0.0633 Eh/bohr
energy relative to the best compared isomer or geometry (same formula, charge and spin): 4.340 eV
spin multiplicity: 1
highest occupied orbital energy (spin up / spin down): -7.25 / -7.37 eV

Element x y z (Å)
C 0.0061 -0.4232 0.1442
C 2.4065 -0.0670 -0.1132
N 1.0180 0.3647 0.0429
N -1.9460 1.0938 0.1548
O -0.3978 -1.5259 0.2060
P -3.0564 -0.0626 -0.0938
H 3.0132 0.3527 0.6882
H 2.4491 -1.1529 -0.0739
H 2.7931 0.2732 -1.0748
H 0.8388 1.3584 0.0101
H -1.9611 1.4163 1.1188
H -2.4694 -1.2594 0.4062
H -2.6939 -0.3680 -1.4155

=====

# C2H7N2OS

The ion C2H7N2OS with charge +1 at a distorted geometry (ωB97M-V/def2-TZVPD, OMol25).

charge: +1
gap between HOMO and LUMO: 10.06 eV
electronic energy: -663.053478 a.u.
F_max: 0.1086 Eh/bohr
energy relative to the best compared isomer or geometry (same formula, charge and spin): 0.983 eV
spin multiplicity: 1
highest occupied orbital energy: -14.00 eV

Element x y z (Å)
C -0.5676 -0.4719 -0.2095
C 1.6742 0.4625 0.0846
N -0.2784 -1.7661 -0.0385
N 0.2771 0.5825 -0.2341
O -1.9817 1.2215 0.3492
S -2.1993 -0.2342 -0.0859
H 2.2668 1.2548 -0.2004
H 1.9052 0.4549 1.1664
H 2.0802 -0.3346 -0.4995
H 0.7062 -2.1336 -0.0331
H -1.0975 -2.3885 -0.0030
H -0.1799 1.5229 -0.1937
H -2.6051 1.8298 -0.1026

=====

# C2H7N2OS

The ion C2H7N2OS with charge +1 at a distorted geometry (ωB97M-V/def2-TZVPD, OMol25).

charge: +1
gap between HOMO and LUMO: 9.43 eV
electronic energy: -663.000314 a.u.
F_max: 0.1011 Eh/bohr
energy relative to the best compared isomer or geometry (same formula, charge and spin): 2.429 eV
spin multiplicity: 1
highest occupied orbital energy: -13.94 eV
SMILES: C[NH2+][C@]1(N)OS1

Element x y z (Å)
C -0.7897 0.3942 -0.1092
C 1.2247 -0.8897 0.4846
N -0.3421 1.6983 -0.1444
N 0.2972 -0.5730 -0.6567
O -1.3338 -0.2338 1.0381
S -2.4051 -0.3394 -0.3289
H 1.3035 -0.0402 1.0422
H 0.6138 -1.6221 1.1505
H 2.1154 -1.3237 0.0372
H -0.5667 2.3432 -0.9481
H -0.7284 2.1464 0.6562
H -0.2119 -1.5044 -0.9619
H 0.8231 -0.0559 -1.2595

=====

# C2H7N2PS2

The molecule C2H7N2PS2 at a distorted geometry (ωB97M-V/def2-TZVPD, OMol25).

charge: 0
gap between HOMO and LUMO (spin up / spin down): 7.90 / 6.83 eV
electronic energy: -1327.475237 a.u.
F_max: 0.0833 Eh/bohr
energy relative to the best compared isomer or geometry (same formula, charge and spin): 1.878 eV
spin multiplicity: 1
highest occupied orbital energy (spin up / spin down): -8.16 / -7.13 eV

Element x y z (Å)
C -0.6240 0.6880 0.6600
C 0.8056 0.8464 -0.0841
N -1.4461 -0.3696 0.1688
N 1.4051 -0.3872 0.1420
P -1.5481 -1.9400 0.8046
S -2.1929 -0.3166 -1.4666
S 1.5697 -1.3384 -1.1728
H -0.6604 0.5368 1.6683
H -1.1117 1.6101 0.4370
H 0.7926 1.0929 -1.1448
H 1.4085 1.5880 0.3228
H -1.2037 -1.4260 1.9291
H -1.0548 -0.9255 -2.1925
H 1.8732 -2.4540 -0.5645

=====

# C2H7N3

The molecule C2H7N3 at a distorted geometry (ωB97M-V/def2-TZVPD, OMol25).

charge: 0
gap between HOMO and LUMO: 9.44 eV
electronic energy: -244.642204 a.u.
F_max: 0.1155 Eh/bohr
energy relative to the best compared isomer or geometry (same formula, charge and spin): 0.902 eV
spin multiplicity: 1
highest occupied orbital energy: -8.49 eV
SMILES: [H]/N=C(\N)NC

Element x y z (Å)
C -1.2925 -0.2474 -1.4301
N -0.1260 0.3630 -0.8412
C 0.3006 0.0413 0.4431
N 1.1085 0.9505 1.1032
N -0.0274 -1.1877 0.9299
H -2.2446 0.3437 -1.2564
H -1.1358 -0.2867 -2.5458
H -1.3689 -1.2961 -1.2567
H 0.6417 0.6535 -1.5231
H 1.3608 1.8011 0.6335
H 1.8336 0.6609 1.7096
H 0.1795 -1.5205 1.8183

=====

# C2H7N3

A cluster of 2 separate species, C2H7N3 in total at a distorted geometry (ωB97M-V/def2-TZVPD, OMol25).

charge: 0
gap between HOMO and LUMO: 9.91 eV
electronic energy: -244.631628 a.u.
F_max: 0.0463 Eh/bohr
energy relative to the best compared isomer or geometry (same formula, charge and spin): 1.190 eV
spin multiplicity: 1
highest occupied orbital energy: -8.78 eV
SMILES: [H]/N=C/N.C=N

Element x y z (Å)
C 0.4280 -1.8352 -1.2489
N 1.1291 -0.8533 -1.6428
H -0.2095 -1.6793 -0.3816
H 0.5551 -2.8494 -1.6207
H 1.7318 -1.1631 -2.4045
N 0.3535 1.3039 0.4938
C -0.7339 1.2876 1.2627
N -1.7952 0.5847 1.1407
H 0.4577 0.6656 -0.2867
H 1.1059 1.9580 0.5713
H -0.7233 2.0028 2.1014
H -2.2992 0.5776 2.0153

=====

# C2H7N3

The molecule C2H7N3 at a distorted geometry (ωB97M-V/def2-TZVPD, OMol25).

charge: 0
gap between HOMO and LUMO: 9.63 eV
electronic energy: -244.633712 a.u.
F_max: 0.1262 Eh/bohr
energy relative to the best compared isomer or geometry (same formula, charge and spin): 1.134 eV
spin multiplicity: 1
highest occupied orbital energy: -8.77 eV
SMILES: [H]/N=C(\N)NC

Element x y z (Å)
C -1.7330 0.0272 0.1518
C 0.5846 0.2542 -0.1770
H -1.6623 0.2927 1.2720
H -2.4708 -0.8169 -0.1877
H -1.9565 1.0330 -0.4458
H -0.3863 -1.5301 -0.5883
H 2.6633 -0.1226 -0.2884
H 1.8532 -1.4768 0.2152
H 1.3669 1.9015 0.2209
N -0.4617 -0.5714 -0.2396
N 1.7575 -0.5184 0.1849
N 0.4451 1.5275 -0.1180

=====

# C2H7N3

The molecule C2H7N3 at a distorted geometry (ωB97M-V/def2-TZVPD, OMol25).

charge: 0
gap between HOMO and LUMO: 9.83 eV
electronic energy: -244.534694 a.u.
F_max: 0.1149 Eh/bohr
energy relative to the best compared isomer or geometry (same formula, charge and spin): 3.828 eV
spin multiplicity: 1
highest occupied orbital energy: -9.01 eV
SMILES: [H]/N=C\NNC

Element x y z (Å)
C -1.4382 0.5939 -0.2198
C 1.6176 -0.2025 -0.1358
H -0.8710 1.6608 -0.2320
H -2.4658 0.5907 0.3782
H -1.7847 0.1547 -1.2707
H -0.5965 -0.7864 1.3798
H 0.9372 -2.0504 -0.0387
H 2.5768 -0.6522 -0.2195
H 0.6183 1.1905 0.2166
N -0.7927 -0.6106 0.2710
N 0.5499 -1.0068 -0.2537
N 1.6493 1.1184 0.1247

=====

What did the tenth record say?
# C2H7N3

A cluster of 2 separate species, C2H7N3 in total at a distorted geometry (ωB97M-V/def2-TZVPD, OMol25).

charge: 0
gap between HOMO and LUMO: 9.91 eV
electronic energy: -244.631628 a.u.
F_max: 0.0463 Eh/bohr
energy relative to the best compared isomer or geometry (same formula, charge and spin): 1.190 eV
spin multiplicity: 1
highest occupied orbital energy: -8.78 eV
SMILES: [H]/N=C/N.C=N

Element x y z (Å)
C 0.4280 -1.8352 -1.2489
N 1.1291 -0.8533 -1.6428
H -0.2095 -1.6793 -0.3816
H 0.5551 -2.8494 -1.6207
H 1.7318 -1.1631 -2.4045
N 0.3535 1.3039 0.4938
C -0.7339 1.2876 1.2627
N -1.7952 0.5847 1.1407
H 0.4577 0.6656 -0.2867
H 1.1059 1.9580 0.5713
H -0.7233 2.0028 2.1014
H -2.2992 0.5776 2.0153

=====

> The lowest charge belongs to which entry?

C2H7N2O3P